(w)
Computed, not measured: the molecule C6H15NSi, with ωB97M-V with the def2-TZVPD basis set.

CARTESIAN COORDINATES (ANGSTROEM)
C -2.70 -0.79 0.21
C -1.77 -1.06 -0.91
C -0.48 -0.96 -0.89
Si 0.89 -0.15 0.05
C 0.74 -0.47 1.86
C 2.59 -0.66 -0.70
C 0.60 1.66 -0.60
N -0.34 2.28 0.46
H -3.43 -0.02 -0.05
H -2.12 -0.40 1.07
H -3.17 -1.72 0.57
H -2.17 -1.56 -1.81
H 0.09 -1.39 -1.85
H 1.59 -0.26 2.44
H -0.19 -0.09 2.28
H 0.55 -1.50 1.91
H 3.39 -0.15 -0.06
H 2.84 -1.78 -0.71
H 2.84 -0.24 -1.69
H 0.26 1.80 -1.63
H 1.49 2.17 -0.45
H -1.28 2.05 0.16
H -0.22 3.25 0.32

## Properties
E_LUMO: 0.953 eV
HOMO: -0.330 Ha
Charge: 0
Structure (SMILES): C/C=C\[Si](C)(C)CN



(x)
Computed, not measured: a structure of composition C6H15NSi, with ωB97M-V with the def2-TZVPD basis set.

CARTESIAN COORDINATES (ANGSTROEM)
C 2.35 -0.08 -0.11
C 1.44 0.92 -0.19
C 3.74 0.05 -0.69
C -2.19 -1.88 -0.67
C -1.29 0.93 2.19
C -0.93 -1.24 -0.14
N -1.97 1.47 -0.77
Si -0.94 0.58 0.36
H 2.12 -1.13 0.07
H 1.58 1.92 -0.41
H 4.55 0.16 0.04
H 3.88 1.07 -1.19
H 3.94 -0.78 -1.27
H -2.48 -1.24 -1.40
H -1.96 -2.88 -1.21
H -3.08 -1.90 -0.06
H -2.34 0.61 2.34
H -0.58 0.31 2.66
H -1.23 2.01 2.54
H -0.18 -1.25 -0.89
H -0.41 -1.77 0.65
H -2.46 2.19 -0.26
H -1.58 1.92 -1.57

## Properties
E_LUMO: 0.771 eV
HOMO: -0.304 Ha
Charge: 0



Stability check: which of them is most stable? (w).



(w)
Computed, not measured: a cluster of 3 separate species, CH6O2 in total, with ωB97M-V with the def2-TZVPD basis set.

CARTESIAN COORDINATES (ANGSTROEM)
C -0.35 0.80 -1.33
H 0.26 0.19 0.37
H -0.22 1.52 -2.04
H 0.05 -0.21 -1.76
H -1.31 0.49 -1.02
H 0.73 -2.30 1.97
H -0.02 -0.64 2.35
O 0.45 1.06 -0.19
O 0.41 -0.91 1.64

## Properties
E_LUMO: -1.016 eV
HOMO: -0.341 Ha
Charge: 0



(x)
Computed, not measured: a cluster of 2 separate species, CH6O2 in total, with ωB97M-V with the def2-TZVPD basis set.

CARTESIAN COORDINATES (ANGSTROEM)
C 0.17 -1.25 -0.41
O -0.53 -0.51 0.62
H 0.56 -0.61 -1.22
H -0.39 -2.09 -0.87
H 1.03 -1.67 0.15
H 0.04 0.18 1.03
O -0.54 1.84 0.52
H -0.48 1.54 -0.42
H 0.12 2.57 0.59

## Properties
E_LUMO: 0.645 eV
HOMO: -0.360 Ha
Charge: 0
Structure (SMILES): CO.O



Stability check: which of them is most stable? (x).



(w)
Computed, not measured: a cluster of 2 separate species, CH6O2 in total, with ωB97M-V with the def2-TZVPD basis set.

CARTESIAN COORDINATES (ANGSTROEM)
C -0.38 0.81 -0.73
O 0.77 0.20 -0.03
H -0.41 1.90 -0.58
H -1.35 0.38 -0.44
H -0.21 0.60 -1.80
H 1.58 0.73 -0.21
O 0.21 -1.88 1.34
H 0.30 -1.28 0.56
H -0.50 -1.47 1.89

## Properties
E_LUMO: 0.680 eV
HOMO: -0.382 Ha
Charge: 0
Structure (SMILES): CO.O



(x)
Computed, not measured: a cluster of 2 separate species, CH6O2 in total, with ωB97M-V with the def2-TZVPD basis set.

CARTESIAN COORDINATES (ANGSTROEM)
C 0.84 0.67 0.59
O 0.29 0.26 1.81
H 0.83 1.75 0.50
H 1.89 0.35 0.46
H 0.32 0.25 -0.27
H 0.19 -0.69 1.73
O -1.67 -0.94 -1.29
H -1.89 -1.13 -2.22
H -0.80 -0.53 -1.31

## Properties
E_LUMO: 0.741 eV
HOMO: -0.387 Ha
Charge: 0
Structure (SMILES): CO.O



Stability check: which of them is most stable? (x).



(w)
Computed, not measured: the molecule C2H8P2S, with ωB97M-V with the def2-TZVPD basis set.

CARTESIAN COORDINATES (ANGSTROEM)
C -1.82 1.08 -0.73
S -0.94 1.06 0.88
P 0.88 -0.30 1.00
C 1.32 -0.48 -0.80
P 0.58 -2.22 1.73
H -2.31 2.14 -0.69
H -2.48 0.35 -0.90
H -1.07 1.02 -1.49
H 1.70 0.60 1.52
H 1.41 -1.56 -1.00
H 0.48 -0.12 -1.38
H 2.18 0.14 -1.02
H 0.08 -1.72 2.89

## Properties
E_LUMO: 0.320 eV
HOMO: -0.276 Ha
Charge: 0
Structure (SMILES): CS[P@H](C)=P



(x)
Computed, not measured: a cluster of 2 separate species, C2H8P2S in total, with ωB97M-V with the def2-TZVPD basis set.

CARTESIAN COORDINATES (ANGSTROEM)
C -1.20 0.28 2.24
C 1.28 0.04 -2.15
P -1.86 -1.48 -0.24
P -1.74 -1.41 1.78
S 1.02 0.86 -0.58
H -0.07 0.31 2.44
H -1.26 1.07 1.52
H -1.71 0.46 3.10
H 0.77 0.49 -3.08
H 2.40 0.20 -2.34
H 1.21 -1.09 -2.03
H -1.13 -0.31 -0.47
H 2.30 0.60 -0.19

## Properties
E_LUMO: -0.487 eV
HOMO: -0.329 Ha
Charge: 0



Stability check: which of them is most stable? (w).



(w)
Computed, not measured: a cluster of 3 separate species, C2H10N2O2 in total, with ωB97M-V with the def2-TZVPD basis set.

CARTESIAN COORDINATES (ANGSTROEM)
C 0.10 -0.05 -1.74
C 0.73 0.49 -0.64
N 2.12 0.49 -0.68
N -1.30 0.07 -1.67
H 0.54 -0.55 -2.63
H 0.27 1.15 0.18
H 2.54 -0.25 -1.24
H 2.54 0.70 0.21
H -1.74 -0.40 -2.46
H -1.60 1.04 -1.76
H -0.22 -0.67 3.13
H 0.53 -0.84 1.69
O 0.48 -0.41 2.54
H -2.05 -0.45 0.50
H -1.16 0.33 1.49
O -1.75 -0.42 1.42

## Properties
E_LUMO (alpha / beta): -4.245 / -7.345 eV
2S+1: 2
HOMO (alpha / beta): -0.533 / -0.533 Ha
Charge: +1



(x)
Computed, not measured: a cluster of 2 separate species, C2H10N2O2 in total, with ωB97M-V with the def2-TZVPD basis set.

CARTESIAN COORDINATES (ANGSTROEM)
N -0.59 2.83 0.71
C -0.71 1.52 0.93
O 0.45 0.72 0.64
H -0.34 3.16 -0.24
H 0.17 3.44 1.09
H -1.00 1.14 1.98
H -1.51 1.11 0.30
H 0.38 -0.10 1.14
N 0.44 -0.99 -1.80
C -0.25 -1.84 -0.85
O 0.48 -2.14 0.31
H 0.72 -0.12 -1.34
H 1.32 -1.46 -2.14
H -1.19 -1.36 -0.31
H -0.50 -2.91 -1.17
H 1.33 -2.54 0.22

## Properties
E_LUMO (alpha / beta): -3.136 / -9.667 eV
2S+1: 2
HOMO (alpha / beta): -0.542 / -0.512 Ha
Charge: +1



Stability check: which of them is most stable? (w).



(w)
Computed, not measured: a structure of composition C43H40N7O3Rh, with ωB97M-V with the def2-TZVPD basis set.

CARTESIAN COORDINATES (ANGSTROEM)
Rh -1.10 0.37 0.47
C -3.01 -2.26 3.32
C -1.75 -2.91 2.82
C -1.58 -4.29 2.95
C -0.43 -4.91 2.49
C 0.57 -4.15 1.91
C 0.44 -2.77 1.76
C 1.54 -1.98 1.12
C -0.72 -2.15 2.23
N -0.87 -0.73 2.15
C -0.88 -0.04 3.33
O -0.70 -0.49 4.45
C -1.23 1.42 3.13
C -1.54 2.29 4.15
C -1.96 3.57 3.82
C -2.09 3.93 2.48
C -1.77 2.99 1.52
N -1.33 1.79 1.85
C -1.94 3.20 0.04
O -2.28 4.29 -0.40
N -1.73 2.07 -0.66
C -1.50 2.16 -2.07
C -0.50 2.99 -2.59
C 0.31 3.93 -1.74
C -0.25 2.96 -3.96
C -1.00 2.16 -4.81
C -2.03 1.39 -4.29
C -2.30 1.39 -2.93
C -3.50 0.64 -2.42
H -3.83 -2.99 3.35
H -3.31 -1.42 2.69
H -2.86 -1.87 4.33
H -2.37 -4.87 3.41
H -0.32 -5.98 2.60
H 1.48 -4.63 1.57
H 2.51 -2.46 1.28
H 1.58 -0.96 1.50
H 1.38 -1.92 0.04
H -1.45 1.94 5.17
H -2.21 4.28 4.60
H -2.43 4.91 2.17
H 0.59 3.47 -0.79
H -0.28 4.81 -1.51
H 1.22 4.23 -2.25
H 0.53 3.59 -4.36
H -0.80 2.16 -5.88
H -2.64 0.79 -4.95
H -4.39 1.26 -2.55
H -3.42 0.40 -1.37
H -3.65 -0.29 -2.98
N 2.42 -3.65 -8.45
C 2.08 -3.20 -7.44
C 1.65 -2.65 -6.19
C 1.40 -3.48 -5.10
C 0.94 -2.95 -3.91
C 0.73 -1.57 -3.78
C 1.02 -0.75 -4.86
C 1.47 -1.28 -6.05
C 0.21 -1.02 -2.50
C 0.91 0.00 -1.87
C 2.15 0.56 -2.29
C 2.56 1.41 -1.29
C 1.58 1.35 -0.27
N 0.61 0.53 -0.62
C -0.92 -1.61 -1.93
C -1.75 -2.63 -2.45
C -2.75 -2.84 -1.53
C -2.51 -1.94 -0.48
N -1.43 -1.20 -0.72
H 1.57 -4.55 -5.19
H 0.79 -3.59 -3.05
H 0.85 0.32 -4.76
H 1.68 -0.63 -6.89
H 2.67 0.32 -3.19
H 3.46 2.01 -1.27
H 1.58 1.81 0.70
H -1.64 -3.12 -3.41
H -3.56 -3.55 -1.59
H -3.08 -1.81 0.43
C 4.08 1.24 5.17
N 3.02 0.76 4.29
C 2.67 -0.65 4.42
C 2.32 1.57 3.47
C 2.62 3.05 3.52
O 1.46 1.13 2.70
H 4.74 0.41 5.40
H 3.68 1.63 6.11
H 4.67 2.02 4.69
H 2.52 -0.89 5.48
H 3.47 -1.28 4.02
H 1.75 -0.84 3.89
H 2.58 3.42 4.55
H 1.88 3.57 2.92
H 3.61 3.26 3.12

## Properties
E_LUMO: -1.223 eV
HOMO: -0.285 Ha
Charge: 0



(x)
Computed, not measured: a structure of composition C43H40N7O3Rh, with ωB97M-V with the def2-TZVPD basis set.

CARTESIAN COORDINATES (ANGSTROEM)
Rh -0.62 -0.41 0.46
C -3.01 2.71 -1.21
C -1.71 3.29 -0.75
C -1.25 4.47 -1.30
C -0.07 5.06 -0.88
C 0.68 4.45 0.11
C 0.25 3.27 0.70
C 1.06 2.71 1.83
C -0.95 2.67 0.27
N -1.41 1.49 0.87
C -2.61 1.49 1.48
O -3.26 2.48 1.78
C -3.05 0.10 1.84
C -4.22 -0.18 2.53
C -4.51 -1.50 2.83
C -3.62 -2.50 2.45
C -2.47 -2.14 1.77
N -2.21 -0.86 1.47
C -1.38 -3.09 1.37
O -1.43 -4.29 1.60
N -0.39 -2.45 0.72
C 0.83 -3.06 0.42
C 1.72 -3.40 1.47
C 1.29 -3.28 2.89
C 2.99 -3.84 1.14
C 3.38 -4.01 -0.17
C 2.47 -3.78 -1.19
C 1.19 -3.33 -0.91
C 0.16 -3.25 -2.00
H -3.30 3.12 -2.17
H -3.79 2.93 -0.48
H -2.94 1.62 -1.30
H -1.84 4.95 -2.08
H 0.26 5.99 -1.31
H 1.61 4.89 0.43
H 2.12 2.82 1.63
H 0.83 1.65 1.98
H 0.83 3.25 2.75
H -4.86 0.63 2.82
H -5.42 -1.75 3.37
H -3.80 -3.54 2.67
H 0.75 -2.35 3.05
H 2.14 -3.35 3.56
H 0.60 -4.10 3.12
H 3.69 -4.07 1.94
H 4.36 -4.37 -0.41
H 2.76 -3.96 -2.22
H 0.63 -3.33 -2.98
H -0.42 -2.34 -1.94
H -0.53 -4.09 -1.88
N 2.67 0.80 -9.26
C 2.25 0.72 -8.20
C 1.72 0.62 -6.89
C 1.73 1.73 -6.04
C 1.26 1.61 -4.75
C 0.75 0.40 -4.28
C 0.72 -0.70 -5.15
C 1.22 -0.60 -6.43
C 0.27 0.24 -2.90
C 1.21 0.39 -1.85
C 2.57 0.77 -2.02
C 3.18 0.65 -0.78
C 2.21 0.21 0.10
N 1.01 0.08 -0.53
C -1.08 -0.13 -2.72
C -2.08 -0.19 -3.74
C -3.25 -0.59 -3.12
C -2.95 -0.77 -1.77
N -1.65 -0.49 -1.54
H 2.11 2.67 -6.41
H 1.26 2.48 -4.10
H 0.34 -1.64 -4.79
H 1.22 -1.46 -7.08
H 3.03 1.05 -2.94
H 4.22 0.85 -0.56
H 2.31 -0.04 1.15
H -1.93 0.05 -4.77
H -4.21 -0.72 -3.58
H -3.62 -1.09 -0.99
C 1.25 1.29 6.11
N 1.21 0.43 4.94
C 2.47 -0.18 4.55
C 0.15 0.34 4.11
C -1.12 1.03 4.53
O 0.21 -0.31 3.07
H 2.21 1.16 6.61
H 0.46 1.03 6.81
H 1.16 2.34 5.82
H 3.01 -0.51 5.44
H 3.09 0.54 4.00
H 2.27 -1.03 3.91
H -0.98 1.81 5.27
H -1.80 0.28 4.94
H -1.58 1.46 3.65

## Properties
E_LUMO: -1.303 eV
HOMO: -0.289 Ha
Charge: 0



Stability check: which of them is most stable? (w).



(w)
Computed, not measured: the molecule C20H28N2O2, with ωB97M-V with the def2-TZVPD basis set.

CARTESIAN COORDINATES (ANGSTROEM)
C 6.32 0.92 -1.00
C 5.31 1.41 0.04
C 6.00 1.43 1.40
C 4.87 2.85 -0.29
C 4.08 0.51 0.01
C 3.34 0.39 -1.16
C 2.23 -0.41 -1.23
C 1.81 -1.14 -0.12
C 0.65 -2.08 -0.20
O 0.81 -3.29 -0.10
N -0.56 -1.53 -0.44
C -0.87 -0.12 -0.30
C -1.65 0.11 1.00
C -2.93 -0.73 1.02
C -3.93 -0.17 0.00
O -4.15 -0.66 -1.09
N -4.55 0.95 0.43
C -5.51 1.66 -0.36
C -5.56 3.16 -0.28
C -6.67 2.33 0.31
C -2.60 -2.20 0.75
C -1.74 -2.36 -0.51
C 2.55 -1.04 1.05
C 3.66 -0.23 1.12
H 5.90 0.96 -2.01
H 7.21 1.54 -0.99
H 6.60 -0.11 -0.79
H 5.33 1.79 2.18
H 6.36 0.44 1.67
H 6.86 2.09 1.36
H 4.43 2.91 -1.28
H 4.14 3.20 0.44
H 5.73 3.52 -0.27
H 3.64 0.94 -2.04
H 1.68 -0.49 -2.16
H 0.05 0.47 -0.30
H -1.49 0.18 -1.16
H -1.88 1.17 1.09
H -1.02 -0.18 1.84
H -3.39 -0.65 2.01
H -4.36 1.31 1.35
H -5.65 1.17 -1.31
H -5.75 3.71 -1.19
H -4.88 3.66 0.39
H -7.62 2.32 -0.19
H -6.74 2.28 1.39
H -3.52 -2.77 0.63
H -2.05 -2.60 1.61
H -1.41 -3.40 -0.61
H -2.32 -2.08 -1.39
H 2.25 -1.62 1.91
H 4.20 -0.18 2.05

## Properties
E_LUMO: 0.615 eV
HOMO: -0.327 Ha
Charge: 0
Structure (SMILES): CC(C)(C)c1ccc(C(=O)N2CCC(C(=O)NC3CC3)CC2)cc1



(x)
Computed, not measured: the molecule C20H28N2O2, with ωB97M-V with the def2-TZVPD basis set.

CARTESIAN COORDINATES (ANGSTROEM)
C -5.81 2.33 1.62
O -5.17 1.17 1.15
C -4.18 1.01 0.33
C -3.69 2.20 -0.30
C -2.56 2.09 -1.16
C -2.12 0.67 -1.13
N -1.08 0.49 -2.17
C -0.86 -1.15 -2.11
C -1.85 -1.39 -1.16
C -2.06 -2.91 -0.91
C -1.38 -3.18 0.65
N 0.17 -2.73 0.40
C 0.55 -1.58 0.94
O -0.08 -0.83 1.40
C 1.90 -1.33 0.52
C 2.45 0.13 0.65
C 3.91 0.37 -0.01
C 4.10 1.67 0.07
C 5.48 2.38 -0.56
C 6.48 1.43 0.30
C 6.35 -0.07 0.19
C 4.97 -0.28 0.66
C -2.68 -0.44 -0.68
C -3.71 -0.40 -0.05
H -6.54 2.11 2.20
H -6.21 2.93 0.61
H -5.10 2.99 2.01
H -3.99 3.11 -0.01
H -2.14 3.15 -1.44
H -0.33 1.09 -2.68
H 0.02 -1.63 -2.50
H -3.18 -3.15 -0.54
H -1.60 -3.73 -1.48
H -1.59 -2.51 1.30
H -1.39 -4.27 0.94
H 0.49 -3.34 -0.25
H 2.55 -2.16 0.96
H 2.04 -1.82 -0.67
H 2.40 0.27 1.84
H 1.71 0.85 -0.09
H 3.70 0.12 -0.82
H 3.18 2.52 -0.37
H 4.14 2.09 1.27
H 5.45 1.97 -1.33
H 5.59 3.34 -0.44
H 7.57 1.92 -0.22
H 6.62 1.79 1.06
H 7.09 -0.69 0.63
H 6.32 -0.42 -0.92
H 4.78 -1.50 0.52
H 4.98 -0.08 1.79
H -4.34 -1.02 0.60

## Properties
E_LUMO: 0.686 eV
HOMO: -0.254 Ha
Charge: 0
Structure (SMILES): COc1ccc2[nH]cc(CCNC(=O)CCC3CCCCC3)c2c1



Stability check: which of them is most stable? (w).



(w)
Computed, not measured: a structure of composition CH5BS, with ωB97M-V with the def2-TZVPD basis set.

CARTESIAN COORDINATES (ANGSTROEM)
B 0.16 -0.90 0.01
C 0.59 0.55 0.08
S -1.19 0.83 0.52
H -0.30 -1.36 -1.00
H 0.29 -1.59 1.02
H 1.03 1.41 -0.95
H 1.29 0.68 0.88
H -1.86 0.38 -0.55

## Properties
E_LUMO: 0.626 eV
HOMO: -0.365 Ha
Charge: 0



(x)
Computed, not measured: a cluster of 2 separate species, CH5BS in total, with ωB97M-V with the def2-TZVPD basis set.

CARTESIAN COORDINATES (ANGSTROEM)
B -0.70 0.53 -0.10
C 1.51 -0.64 0.01
S -2.20 -0.33 -0.14
H -0.72 1.68 -0.08
H 1.53 -0.27 1.05
H 1.86 -0.09 -0.88
H 1.60 -1.63 -0.12
H -2.89 0.75 0.28

## Properties
E_LUMO: 0.438 eV
HOMO: -0.307 Ha
Charge: 0



Stability check: which of them is most stable? (w).



(w)
Computed, not measured: a cluster of 2 separate species, C7H10NS in total, with ωB97M-V with the def2-TZVPD basis set.

CARTESIAN COORDINATES (ANGSTROEM)
C -1.60 -1.73 0.62
C -1.52 -0.60 -0.37
C -0.99 -1.51 1.80
C -0.83 0.49 0.32
C -0.92 2.01 -1.70
C -0.50 1.69 -0.42
C 2.85 -0.22 0.57
N 2.12 -0.43 1.52
S -0.33 0.15 1.87
H -2.13 -2.59 0.34
H -1.01 -0.69 -1.36
H -1.01 -2.08 2.68
H -0.55 2.92 -2.19
H -1.66 1.49 -2.25
H 3.76 0.27 0.31
H 2.58 -0.76 -0.32
H 0.21 2.35 0.00
H 2.53 -0.05 2.40
H -2.56 -0.69 -0.64

## Properties
E_LUMO (alpha / beta): -5.554 / -5.553 eV
HOMO (alpha / beta): -0.481 / -0.481 Ha
Charge: +1



(x)
Computed, not measured: the ion C7H10NS with charge +1, with ωB97M-V with the def2-TZVPD basis set.

CARTESIAN COORDINATES (ANGSTROEM)
C 3.18 -0.73 -0.20
C 1.97 -0.82 0.74
C 0.74 -0.68 0.01
N -0.41 -1.25 -0.28
S -2.02 -1.30 0.18
C -2.04 0.46 0.04
C -3.28 1.14 0.52
C -1.00 1.00 -0.58
C -0.03 -0.03 -1.05
H 3.18 -1.56 -0.81
H 3.94 -0.66 0.53
H 3.07 0.10 -0.82
H 1.90 -0.01 1.53
H 2.15 -1.63 1.48
H -3.78 1.26 -0.50
H -3.10 1.96 1.13
H -4.01 0.57 1.05
H -0.91 2.11 -0.88
H 0.44 0.06 -2.08

## Properties
E_LUMO: -5.102 eV
HOMO: -0.491 Ha
Charge: +1
Structure (SMILES): CCC1=[N+]2SC(C)=C[C@@H]12



Stability check: which of them is most stable? (w).